65
Properties=species:S:1:pos:R:3:forces:R:3 method="wB97M-V/def2-TZVPD" e_homo_ev="-9.951 / -9.950" lumo_ev="-0.04 / -5.83" total_energy_ha=-3981.769040 s2=0.76 gap_ev="9.91 / 4.12" multiplicity=2
H 4.267945 -17.191836 0.040405 0.120 -0.087 -0.092
H 2.970219 -18.306641 0.484491 -0.011 -0.192 -0.430
F 1.824655 -21.673200 -3.284116 -0.134 1.112 0.845
C 4.868037 -21.459697 2.570007 -0.042 -0.387 -1.557
H -0.514417 -24.623671 -1.911894 -0.149 -0.178 -0.096
C 0.482071 -25.054406 -1.814013 -0.484 0.216 0.132
H 2.098750 -23.668264 -1.678227 -0.269 -0.116 -0.362
H 4.277457 -16.385415 -2.364840 -0.345 -0.266 0.684
F 5.428385 -24.575483 -2.956871 -0.738 0.165 0.154
N 3.919340 -17.296806 -2.612249 -0.151 2.011 -0.077
H 4.154039 -25.145084 0.445327 0.026 -0.610 -0.153
H 5.709874 -27.630522 0.205161 0.025 0.312 0.099
H 4.635068 -18.476976 -3.967407 -0.352 -0.548 -1.161
O 3.659686 -25.290835 -4.388841 -1.421 -1.562 -0.365
H 5.420084 -24.031185 0.192505 0.509 -0.136 0.522
N 6.207532 -27.220262 0.982419 0.459 -0.977 1.221
F 6.644336 -22.278902 -2.623827 -0.525 -0.871 -0.256
H 3.415677 -21.912971 -0.463397 -0.528 -0.957 1.235
N 1.333335 -24.075152 -1.159888 0.571 -0.250 0.033
H 4.756955 -16.885102 -4.556332 -0.434 0.509 0.420
H 3.885915 -22.214036 -1.921581 0.508 0.131 -1.053
F 7.975829 -20.702854 -3.265474 0.021 -1.528 1.372
H 0.832716 -25.278165 -2.821526 0.234 0.190 0.188
S 4.377645 -24.127494 -4.113938 6.308 -1.277 0.704
H 7.323996 -27.546287 2.722204 0.146 0.039 -0.143
C 0.318510 -24.319359 1.051536 0.254 1.984 -0.029
O 7.378361 -22.544114 2.349909 -0.768 0.946 -0.965
H -0.637273 -24.107159 0.572425 -0.315 -1.287 -0.114
S 2.638838 -22.622057 -4.279840 -7.798 7.674 -2.717
F 4.178974 -20.482323 1.981026 -0.111 0.036 -0.204
C 7.770712 -21.708588 -2.349285 1.163 2.389 0.926
H 7.981060 -28.255724 1.229039 -0.021 -0.648 0.384
S 7.708027 -20.859144 -0.558112 2.278 1.054 -2.432
C 1.332009 -23.678995 0.118688 0.429 0.003 0.145
O 5.343440 -23.677057 -5.113294 -2.369 0.425 1.669
O 6.666777 -25.307718 2.114096 0.926 0.586 1.414
H 2.614128 -16.725488 -0.202448 -0.130 0.020 0.007
F 4.911209 -21.208564 3.851188 0.656 -0.147 0.232
N 3.492558 -23.100493 -3.141451 4.338 -3.727 -1.194
H 5.538955 -25.452176 -0.765007 -0.661 -0.200 -0.122
H 0.405620 -25.981619 -1.246110 0.091 0.006 0.031
O 1.502304 -23.400888 -4.652528 0.976 -1.604 -1.000
H 0.626267 -25.313576 1.375459 -0.615 -0.080 -0.384
H 5.049567 -21.725291 -0.728640 0.133 -0.183 -0.047
F 4.234018 -22.620749 2.360978 0.597 0.372 0.075
O 9.045091 -21.183920 -0.032368 -2.954 0.456 -0.204
O 7.070484 -20.081347 2.165554 -0.217 -1.974 -1.063
S 6.627385 -21.406273 1.716433 -0.573 0.377 4.361
N 4.125611 -21.638230 -1.127168 -1.239 1.010 1.200
C 6.102710 -25.916930 1.235523 -1.769 0.778 -2.463
F 8.821423 -22.523955 -2.295601 -0.994 0.188 -0.666
N 6.370858 -21.640181 0.193844 2.595 0.646 0.436
C 5.218860 -25.102181 0.216396 0.822 -0.151 0.262
H 0.233205 -23.653732 1.910461 0.493 -0.230 0.277
O 3.151552 -21.631914 -5.213236 0.449 -2.184 0.817
O 7.331638 -19.479720 -0.838995 0.173 -1.752 0.683
H 6.551234 -29.000494 2.178860 0.124 -0.083 -0.588
C 3.310924 -18.099520 -1.701466 1.256 1.555 0.858
C 3.292751 -17.576659 -0.257943 0.073 0.573 -0.314
C 4.064561 -17.551161 -4.041510 0.663 -1.904 0.781
O 2.878264 -19.183518 -1.984203 -0.632 -1.730 -0.533
O 2.146407 -22.817215 0.494595 -0.400 -0.394 0.130
H 3.842160 -20.671945 -1.205015 0.090 0.939 -1.107
C 7.079397 -28.115051 1.825112 -0.522 1.484 -0.438
H 3.117510 -17.686788 -4.563819 0.163 0.032 0.033